This record from the Open Molecules 2025 dataset describes a structure of composition C35H47CuN5O2Sb. The level of theory is the ωB97M-V functional and the def2-TZVPD basis.

**LUMO energy (spin up / spin down)**: 2.31 / 2.32 eV
**Energy above the lowest of the compared OMol25 structures with the same formula, charge and spin**: 0.0 kcal/mol
**HOMO-LUMO gap (spin up / spin down)**: 6.0 / 6.9 eV
**Spin multiplicity**: 2
**Total energy**: -99780.721 eV
**Largest force on an atom**: 0.2 eV Å⁻¹
**Charge**: -1

Cartesian coordinates (Å):
Cu 0.3355 0.4038 0.3766
O -4.9023 2.9113 4.4623
C -4.5740 3.3776 3.3577
O -5.0113 4.3499 2.7147
C -3.4123 2.6216 2.6605
C -2.9321 3.0429 1.4311
C -1.8917 2.3572 0.8233
N -1.3255 1.2794 1.3876
C -1.7726 0.8791 2.5816
C -2.8099 1.5189 3.2441
C -1.0580 -0.2702 3.2045
C -0.5563 -0.1261 4.4937
C 0.1646 -1.1673 5.0509
C 0.3482 -2.3207 4.3072
C -0.2092 -2.3777 3.0392
N -0.8986 -1.3842 2.4885
C -1.3315 2.7621 -0.4965
C -1.8351 3.8402 -1.2231
C -1.2760 4.1419 -2.4501
C -0.2364 3.3602 -2.9338
C 0.2062 2.3069 -2.1534
N -0.3215 2.0234 -0.9636
H -3.4048 3.9127 0.9970
H -3.1665 1.1830 4.2090
H -0.7218 0.7969 5.0330
H 0.5834 -1.0745 6.0451
H 0.9124 -3.1592 4.6923
H -0.0911 -3.2703 2.4342
H -2.6536 4.4295 -0.8375
H -1.6533 4.9772 -3.0263
H 0.2211 3.5558 -3.8939
H 1.0009 1.6466 -2.4840
N 3.3837 -1.3252 -2.7602
N 2.5836 -0.2110 -2.3399
H 4.3198 -1.2613 -2.3699
H 3.4694 -1.2799 -3.7674
H 3.1681 0.6081 -2.1914
H 2.1990 -0.4450 -1.4241
C -0.3274 -1.7118 -3.7800
C -1.6285 -1.4327 -3.0302
C -2.7576 -2.3276 -3.5301
Sb -1.2205 -1.3909 -0.8813
C -3.2434 -1.3688 -0.1053
C -4.0283 -0.2185 -0.7336
C -4.0043 -2.6878 -0.1736
C -0.6547 -3.4444 -0.4353
C -1.1583 -4.5605 -1.3404
C 0.8683 -3.4774 -0.3105
H -0.4808 -1.5802 -4.8579
H 0.0123 -2.7397 -3.6267
H 0.4815 -1.0488 -3.4663
H -1.9102 -0.3905 -3.2235
H -2.5794 -3.3794 -3.3015
H -2.8440 -2.2451 -4.6206
H -3.7231 -2.0557 -3.1048
H -3.0659 -1.1311 0.9459
H -4.2382 -0.3999 -1.7900
H -3.4892 0.7292 -0.6615
H -4.9889 -0.0837 -0.2270
H -4.1528 -3.0250 -1.2009
H -4.9954 -2.5754 0.2801
H -3.4835 -3.4788 0.3686
H -1.0963 -3.5825 0.5575
H -0.7668 -4.4640 -2.3563
H -2.2466 -4.5932 -1.4010
H -0.8169 -5.5294 -0.9573
H 1.3519 -3.2699 -1.2705
H 1.2117 -4.4650 0.0219
H 1.2298 -2.7288 0.3965
C 2.3145 2.0652 2.3418
C 3.0778 0.9606 1.6016
C 4.0001 0.2778 2.6218
C 2.1119 -0.0336 0.9704
C 3.8567 1.5210 0.4142
C 5.0200 0.9044 -0.0573
C 5.6569 1.3381 -1.2118
C 5.1516 2.4108 -1.9350
C 4.0051 3.0459 -1.4740
C 3.3715 2.6078 -0.3204
H 1.8040 1.6220 3.1999
H 1.5389 2.5063 1.7150
H 2.9802 2.8576 2.7000
H 3.3916 -0.0792 3.4555
H 4.7578 0.9635 3.0164
H 4.5035 -0.5928 2.1998
H 2.6560 -0.9717 0.7843
H 5.4327 0.0597 0.4779
H 6.5571 0.8352 -1.5467
H 5.6464 2.7506 -2.8362
H 3.5935 3.8869 -2.0202
H 2.4673 3.1074 -0.0006

Löwdin population analysis, charges in e, atoms 1 to 5: Cu 0.0759; O -0.0452; C -0.6948; O -0.0492; C -0.0813


This record from the Open Molecules 2025 dataset describes a cluster of 2 separate species, C22H26N4 in total in a non-equilibrium geometry. The level of theory is the ωB97M-V functional and the def2-TZVPD basis.

**LUMO energy**: -0.78 eV
**Energy above the lowest of the compared OMol25 structures with the same formula, charge and spin**: 0.0 kcal/mol
**HOMO-LUMO gap**: 6.4 eV
**Spin multiplicity**: 1
**Total energy**: -29193.301 eV
**Largest force on an atom**: 3.9 eV Å⁻¹

Cartesian coordinates (Å):
C -6.7906 -1.7862 1.0656
C -7.0711 -1.2899 -0.3679
C -5.9277 -0.2945 -0.6887
N -4.9388 -0.4884 0.3393
C -3.7415 0.1569 0.3000
C -3.6216 1.3443 -0.4647
C -2.4107 1.9909 -0.5441
C -1.2365 1.3896 0.0316
C 0.0293 2.0326 -0.1768
C 1.2913 1.3265 -0.0418
C 1.4321 0.0021 -0.5646
C 2.6603 -0.6359 -0.5465
C 3.7802 -0.0529 0.1376
N 4.9868 -0.7153 0.2293
C 5.7886 -0.7885 1.4112
C 6.9909 -1.7114 1.0671
C 6.9392 -1.9348 -0.4593
C 5.6054 -1.3688 -0.9460
C 3.6001 1.2212 0.7187
C 2.4320 1.9362 0.5715
C -1.3801 0.1984 0.8036
C -2.6124 -0.3623 1.0051
C -5.3178 -1.4288 1.3673
H -7.4320 -1.2227 1.7589
H -6.9819 -2.8606 1.1736
H -7.0333 -2.1139 -1.0998
H -8.0363 -0.7680 -0.4467
H -5.5035 -0.4621 -1.6981
H -6.3071 0.7436 -0.6833
H -4.4944 1.7491 -0.9849
H -2.3679 2.9500 -1.0402
H 0.0356 3.1356 -0.0742
H 0.5395 -0.4800 -1.0165
H 2.7463 -1.6378 -0.9723
H 6.1437 0.2054 1.7144
H 5.2274 -1.1985 2.2658
H 7.9431 -1.2617 1.3925
H 6.8603 -2.6721 1.5927
H 7.7750 -1.4142 -0.9348
H 7.0124 -2.9998 -0.6885
H 4.9492 -2.1527 -1.3625
H 5.7789 -0.6328 -1.7557
H 4.4049 1.6462 1.3158
H 2.3252 2.9626 0.9209
H -0.4696 -0.2162 1.2753
H -2.7134 -1.2195 1.6680
H -5.2261 -0.9979 2.3785
H -4.6783 -2.3261 1.3518
N 0.1762 2.9871 -2.1951
C -0.7038 3.7977 -2.6914
N -1.6261 4.4763 -3.0689
H 1.1688 3.2421 -2.3426

natural (NBO) population analysis, charges in e, atoms 1 to 5: C -0.4095; C -0.4088; C -0.2062; N -0.4047; C 0.2424


This record from the Open Molecules 2025 dataset describes a structure of composition C3H4FNOS in a non-equilibrium geometry. The level of theory is the ωB97M-V functional and the def2-TZVPD basis.

**LUMO energy (spin up / spin down)**: -0.04 / -0.31 eV
**Energy above the lowest of the compared OMol25 structures with the same formula, charge and spin**: 74.2 kcal/mol
**HOMO-LUMO gap (spin up / spin down)**: 7.7 / 7.1 eV
**Spin multiplicity**: 1
**Total energy**: -20262.886 eV
**Largest force on an atom**: 1.1 eV Å⁻¹

Cartesian coordinates (Å):
C -0.5188 -0.0912 -0.6386
C -0.0715 -0.2842 0.8260
C 0.6941 0.9783 0.6109
N 0.2845 1.1295 -0.6429
O -0.1888 1.8458 -2.9866
F -1.1019 -0.2211 1.7354
S 0.5558 2.2457 -1.7874
H -0.1647 -0.8350 -1.3514
H -1.5798 0.0988 -0.7836
H 0.4775 -1.2023 1.0591
H 1.2906 1.6314 1.2075

natural (NBO) population analysis, charges in e, atoms 1 to 5: C -0.2285; C 0.1587; C -0.0783; N -0.4811; O -0.9406


This record from the Open Molecules 2025 dataset describes the molecule C16H22N6O4S in a non-equilibrium geometry. The level of theory is the ωB97M-V functional and the def2-TZVPD basis.

**SMILES string**: COCCNC(=O)[C@@H]1CCCN(S(=O)(=O)c2ccc(-n3cnnn3)cc2)C1
**LUMO energy**: -0.08 eV
**Energy above the lowest of the compared OMol25 structures with the same formula, charge and spin**: 6.5 kcal/mol
**HOMO-LUMO gap**: 9.3 eV
**Spin multiplicity**: 1
**Total energy**: -44913.285 eV
**Largest force on an atom**: 1.7 eV Å⁻¹

Cartesian coordinates (Å):
C -2.8510 -0.4055 -3.3388
O -2.8951 0.9977 -3.4254
C -2.2935 1.6772 -2.3522
C -0.7558 1.7235 -2.4464
N -0.2074 2.4455 -1.3242
C 0.5920 1.8858 -0.3892
O 1.0779 0.7787 -0.5101
C 0.8033 2.7936 0.8165
C 2.0543 2.4418 1.6311
C 1.8846 1.1418 2.4174
C 0.6243 1.2199 3.2777
N -0.5328 1.4961 2.4634
S -1.4853 0.2338 1.9683
O -2.4042 0.7747 1.0028
O -2.0040 -0.3730 3.1578
C -0.5172 -1.0491 1.1536
C 0.3257 -1.8691 1.8808
C 1.0342 -2.8637 1.2343
C 0.8741 -3.0400 -0.1376
N 1.6150 -4.0430 -0.7682
C 1.7979 -4.3293 -2.0855
N 2.5873 -5.3631 -2.1773
N 2.8879 -5.7132 -0.9300
N 2.3337 -4.9545 -0.0904
C -0.0181 -2.2511 -0.8551
C -0.7117 -1.2531 -0.1969
C -0.4533 2.7132 1.7077
H -1.8300 -0.7904 -3.4401
H -3.4537 -0.7779 -4.1651
H -3.2765 -0.7570 -2.3915
H -2.5936 1.2460 -1.3853
H -2.6825 2.6991 -2.4099
H -0.4662 2.2079 -3.3853
H -0.3223 0.7220 -2.4182
H -0.6112 3.3511 -1.1420
H 0.8974 3.8224 0.4526
H 2.2534 3.2615 2.3264
H 2.9071 2.3510 0.9566
H 1.8050 0.3129 1.7143
H 2.7569 0.9784 3.0516
H 0.7230 2.0285 4.0126
H 0.4271 0.2939 3.8158
H 0.4160 -1.7405 2.9466
H 1.7101 -3.5118 1.7694
H 1.3777 -3.7907 -2.9057
H -0.1742 -2.4124 -1.9100
H -1.4193 -0.6281 -0.7129
H -0.4398 3.5471 2.4208
H -1.3675 2.7717 1.1153

natural (NBO) population analysis, charges in e, atoms 1 to 5: C -0.2501; O -0.5309; C -0.0770; C -0.2565; N -0.6114